Density functional theory data (the ωB97M-V functional and the def2-TZVPD basis) for C4H6N4 in the gas phase in a non-equilibrium geometry.

Positions of all 14 atoms, in Å:
C 1.680 -0.273 -0.166
C -0.164 1.366 -0.229
C -0.670 -0.949 0.021
C -2.092 -0.655 -0.346
H 2.089 -1.318 -0.769
H 2.075 -0.478 0.932
H 2.087 0.637 -0.623
H 0.401 2.002 -1.088
H -1.432 2.630 0.276
H 0.522 -2.032 0.987
N 0.355 -0.070 0.120
N -1.096 1.701 0.686
N -0.497 -2.174 0.341
N -3.256 -0.387 -0.142

Its HOMO energy is -9.581 eV. For the HOMO-LUMO gap, the calculation gives 9.88 eV. Its strongest force on any atom is 8.38 eV Å⁻¹. The value obtained for the molar mass is 110.1 g/mol. The LUMO energy comes out at 0.011 Ha.